20
Properties=species:S:1:pos:R:3:forces:R:3 method="wB97M-V/def2-TZVPD" charge=+1 spin_multiplicity=1 homo_lumo_gap_ev=9.5 lumo_ev=-3.4 de_lowest_ev=1.4628 total_energy_ha=-344.71309
C -0.39439 1.83929 2.04692 0.012 0.073 -0.127
N -1.67727 1.61993 1.69951 0.083 -0.246 -0.446
C -2.16820 0.44432 0.97647 0.382 0.477 0.791
O 0.54587 1.08802 1.84548 -0.250 -0.174 -0.087
H -0.26790 2.80590 2.54532 0.083 0.118 0.090
H -2.31203 2.39616 1.75824 -0.013 0.096 0.272
H -2.91904 -0.02010 1.61152 -0.276 -0.145 -0.382
H -1.35034 -0.26142 0.87067 0.103 0.041 -0.090
H -2.54971 0.75855 0.00859 -0.189 -0.249 -0.054
C 1.88399 -0.18450 -0.46440 -0.113 -0.245 -0.171
N 1.60364 -1.25826 -1.48668 0.519 -0.085 0.174
C 0.16320 -1.50781 -1.76250 -0.095 0.067 0.067
H 2.95627 -0.02495 -0.39571 0.004 0.061 -0.180
H 1.35311 0.70923 -0.77012 0.044 0.092 0.175
H 1.52783 -0.55617 0.49040 -0.215 0.245 0.042
H 2.04957 -2.09540 -1.11580 -0.126 -0.291 -0.163
H 2.07374 -1.07852 -2.37235 0.101 0.263 0.015
H -0.29629 -1.90710 -0.86403 -0.042 -0.024 -0.011
H 0.07928 -2.20471 -2.59128 -0.029 -0.079 0.064
H -0.30131 -0.56247 -2.03026 0.019 0.006 0.020